Record 1
Entry from the Open Molecules 2025 dataset: the molecule C4H8FN in a non-equilibrium geometry (ωB97M-V with the def2-TZVPD basis set).

Values from the calculation:
**ΔE to the lowest compared entry with this formula, charge and spin**: 89.6 kJ/mol
**Gap between HOMO and LUMO**: 10.2 eV
**Total energy**: -311.7853 Ha
**SMILES**: CC1(F)CNC1

Structure (ORCA input):
```
! wB97M-V def2-TZVPD RIJCOSX def2/J DEFGRID3
* xyz 0 1
H 0.702 1.211 1.535
H -1.207 -1.852 0.481
H 0.629 -0.519 1.713
N 1.764 0.067 -0.042
H 0.777 -1.593 -0.886
C -0.408 0.014 -0.023
C -1.545 -0.849 0.312
F -0.990 1.179 -0.411
H -2.194 -0.836 -0.557
H 0.578 -0.108 -1.935
C 0.730 0.282 0.999
C 0.703 -0.506 -0.912
H -2.103 -0.442 1.150
H 2.492 -0.598 0.234
*
```

Taken from the natural (NBO) analysis, the atomic charges in e are:
1 H 0.202
2 H 0.208
3 H 0.170
4 N -0.611
5 H 0.185
6 C 0.331
7 C -0.634
8 F -0.358
9 H 0.223
10 H 0.204
11 C -0.245
12 C -0.251
13 H 0.221
14 H 0.356

***

Record 2
Entry from the Open Molecules 2025 dataset: a cluster of 2 separate species, C4H8FN in total in a non-equilibrium geometry (ωB97M-V with the def2-TZVPD basis set).

Values from the calculation:
**ΔE to the lowest compared entry with this formula, charge and spin**: 358.3 kJ/mol
**Gap between HOMO and LUMO**: 8.3 eV
**Total energy**: -311.6829 Ha

Structure (ORCA input):
```
! wB97M-V def2-TZVPD RIJCOSX def2/J DEFGRID3
* xyz 0 1
C -1.123 1.049 0.123
H 1.764 -0.961 -1.078
C -0.924 -1.451 -0.343
N 2.482 0.831 -0.195
H -1.667 -1.639 -1.079
H 2.356 1.504 0.619
H -2.196 0.989 0.240
F 2.032 -1.024 0.998
H -0.109 -2.181 -0.596
H -1.351 -1.630 0.599
C 1.846 -0.362 -0.158
H -0.867 2.057 0.338
H 2.172 1.382 -1.014
C -0.478 -0.076 -0.141
*
```

Taken from the natural (NBO) analysis, the atomic charges in e are:
1 C -0.535
2 H 0.174
3 C -0.703
4 N -0.844
5 H 0.216
6 H 0.396
7 H 0.177
8 F -0.335
9 H 0.203
10 H 0.232
11 C 0.449
12 H 0.203
13 H 0.392
14 C -0.025

***

Record 3
Entry from the Open Molecules 2025 dataset: the molecule C4H8FN in a non-equilibrium geometry (ωB97M-V with the def2-TZVPD basis set).

Values from the calculation:
**ΔE to the lowest compared entry with this formula, charge and spin**: 236.4 kJ/mol
**Gap between HOMO and LUMO**: 9.8 eV
**Total energy**: -311.7293 Ha
**SMILES**: C[C@@H]1NC[C@@H]1F

Structure (ORCA input):
```
! wB97M-V def2-TZVPD RIJCOSX def2/J DEFGRID3
* xyz 0 1
H 2.955 -0.441 -0.221
N -0.150 -1.392 -0.382
C -1.361 -0.705 -0.133
H 2.353 0.879 0.671
C -0.681 0.484 0.497
H -1.921 -0.373 -1.154
C 2.126 0.174 -0.138
H 2.188 0.762 -1.117
H 0.003 -2.317 -0.102
C 0.630 -0.382 0.396
H -2.080 -1.274 0.536
H -0.962 0.893 1.465
F -0.697 1.674 -0.296
H 0.503 -0.880 1.527
*
```

Taken from the natural (NBO) analysis, the atomic charges in e are:
1 H 0.216
2 N -0.643
3 C -0.252
4 H 0.211
5 C 0.171
6 H 0.205
7 C -0.621
8 H 0.228
9 H 0.363
10 C -0.040
11 H 0.192
12 H 0.181
13 F -0.381
14 H 0.169

***

Record 4
Entry from the Open Molecules 2025 dataset: a cluster of 2 separate species, C4H8FN2 in total in a non-equilibrium geometry (ωB97M-V with the def2-TZVPD basis set).

Values from the calculation:
**ΔE to the lowest compared entry with this formula, charge and spin**: 595.4 kJ/mol
**Gap between HOMO and LUMO (alpha / beta)**: 6.0 / 9.4 eV
**Total energy**: -366.1208 Ha

Structure (ORCA input):
```
! wB97M-V def2-TZVPD RIJCOSX def2/J DEFGRID3
* xyz 1 1
C 0.958 0.685 -0.026
H 3.711 0.888 0.763
F 0.561 1.915 -0.117
N -2.786 1.547 0.285
N -2.754 -0.795 0.130
C 1.907 -0.157 0.197
C -2.275 0.398 -0.013
H 3.936 -0.198 -0.466
H -3.772 -1.152 0.259
H 1.572 -1.183 0.080
H -3.721 1.670 0.773
H -2.050 -1.461 -0.175
C 3.337 -0.071 0.590
H 3.702 -0.771 1.452
H -2.071 2.293 0.376
*
```

Taken from the natural (NBO) analysis, the atomic charges in e are:
1 C 0.561
2 H 0.236
3 F -0.266
4 N -0.800
5 N -0.804
6 C -0.384
7 C 0.556
8 H 0.255
9 H 0.445
10 H 0.269
11 H 0.433
12 H 0.438
13 C -0.650
14 H 0.266
15 H 0.447

***

Record 5
Entry from the Open Molecules 2025 dataset: a cluster of 2 separate species, C4H8FNO in total in a non-equilibrium geometry (ωB97M-V with the def2-TZVPD basis set).

Values from the calculation:
**ΔE to the lowest compared entry with this formula, charge and spin**: 382.3 kJ/mol
**Gap between HOMO and LUMO**: 9.7 eV
**Total energy**: -386.9168 Ha

Structure (ORCA input):
```
! wB97M-V def2-TZVPD RIJCOSX def2/J DEFGRID3
* xyz 0 1
H -2.584 -1.641 -0.963
C -0.318 0.867 -0.427
N 0.758 1.570 -0.202
H -1.519 -1.988 0.311
O -1.436 1.104 -1.116
H -0.506 -0.555 -1.803
C -1.924 -1.265 -0.279
H 0.485 2.519 -0.044
H -2.458 -0.711 0.399
H 2.718 0.364 -0.205
H 2.465 1.600 1.014
F -0.979 0.881 1.746
H 1.484 -0.162 1.036
C -1.002 -0.240 -0.973
C 1.937 0.781 0.464
*
```

Taken from the natural (NBO) analysis, the atomic charges in e are:
1 H 0.209
2 C 0.747
3 N -0.548
4 H 0.234
5 O -0.404
6 H 0.178
7 C -0.628
8 H 0.432
9 H 0.263
10 H 0.208
11 H 0.228
12 F -0.828
13 H 0.260
14 C 0.063
15 C -0.415

***

Record 6
Entry from the Open Molecules 2025 dataset: the molecule C4H8FNO in a non-equilibrium geometry (ωB97M-V with the def2-TZVPD basis set).

Values from the calculation:
**ΔE to the lowest compared entry with this formula, charge and spin**: 223.4 kJ/mol
**Gap between HOMO and LUMO**: 10.1 eV
**Total energy**: -386.9773 Ha
**SMILES**: C=C(F)[C@@H](N)CO

Structure (ORCA input):
```
! wB97M-V def2-TZVPD RIJCOSX def2/J DEFGRID3
* xyz 0 1
C -0.026 -1.438 0.626
H 0.331 -2.300 0.215
C -0.606 0.880 0.004
H -1.921 2.331 -0.242
H -2.025 0.921 -1.641
H -0.271 -0.458 -1.371
H 1.738 0.824 -1.125
H 1.411 -0.298 1.374
H 2.075 -0.749 -0.503
N 1.529 0.081 -0.323
O 0.756 -1.038 1.850
C 0.117 -0.216 -0.383
F -0.397 1.640 1.180
H -1.034 -1.544 0.994
C -1.677 1.363 -0.656
*
```

Taken from the natural (NBO) analysis, the atomic charges in e are:
1 C -0.062
2 H 0.164
3 C 0.395
4 H 0.229
5 H 0.215
6 H 0.210
7 H 0.386
8 H 0.489
9 H 0.378
10 N -0.837
11 O -0.754
12 C -0.186
13 F -0.350
14 H 0.192
15 C -0.468

***

Record 7
Entry from the Open Molecules 2025 dataset: a cluster of 2 separate species, C4H8FNO in total in a non-equilibrium geometry (ωB97M-V with the def2-TZVPD basis set).

Values from the calculation:
**ΔE to the lowest compared entry with this formula, charge and spin**: 235.8 kJ/mol
**Gap between HOMO and LUMO**: 9.8 eV
**Total energy**: -386.9726 Ha

Structure (ORCA input):
```
! wB97M-V def2-TZVPD RIJCOSX def2/J DEFGRID3
* xyz 0 1
H 0.976 -0.122 -2.231
F 1.689 -0.306 0.197
C -0.565 -0.418 -0.563
N 0.063 1.836 0.429
O -1.721 -0.748 -0.287
C -0.110 -0.336 -1.982
H -0.563 0.419 -2.537
H -0.898 1.873 0.667
H -0.708 -0.712 2.257
H 0.827 -1.500 1.959
C 0.411 -0.163 0.567
C 0.234 -0.582 1.916
H 0.518 -0.031 2.744
H 0.280 2.006 -0.545
H -0.433 -1.216 -2.591
*
```

Taken from the natural (NBO) analysis, the atomic charges in e are:
1 H 0.238
2 F -0.329
3 C 0.502
4 N -0.870
5 O -0.547
6 C -0.741
7 H 0.248
8 H 0.345
9 H 0.252
10 H 0.239
11 C 0.520
12 C -0.710
13 H 0.256
14 H 0.343
15 H 0.257

***

Record 8
Entry from the Open Molecules 2025 dataset: a structure of composition C4H8FNO in a non-equilibrium geometry (ωB97M-V with the def2-TZVPD basis set).

Values from the calculation:
**⟨S²⟩**: 2.0155
**ΔE to the lowest compared entry with this formula, charge and spin**: 426.5 kJ/mol
**Gap between HOMO and LUMO (alpha / beta)**: 6.0 / 5.3 eV
**Total energy**: -386.7736 Ha

Structure (ORCA input):
```
! wB97M-V def2-TZVPD RIJCOSX def2/J DEFGRID3
* xyz 0 3
H -1.420 -0.571 1.514
C -0.433 -1.460 -1.332
H -1.619 0.967 0.655
H -1.161 -1.776 -0.587
F 2.649 1.242 0.667
O 0.220 0.793 -1.828
H -0.678 0.905 2.149
H 1.134 2.190 -0.010
N 1.330 1.639 0.834
H -0.882 -1.475 -2.322
H 0.401 -2.161 -1.309
C 0.081 -0.075 -1.012
C 0.331 0.087 0.453
C -0.929 0.362 1.239
H 0.977 -0.667 0.888
*
```

Taken from the natural (NBO) analysis, the atomic charges in e are:
1 H 0.215
2 C -0.645
3 H 0.217
4 H 0.210
5 F -0.226
6 O -0.502
7 H 0.228
8 H 0.325
9 N -0.060
10 H 0.245
11 H 0.231
12 C 0.339
13 C -0.124
14 C -0.660
15 H 0.206

***

- Among the records above, which one has the highest total energy?
  number 2

***

- total energy of number 6 (C4H8FNO)?
  -386.9773 Ha

***

- Look up the total energy of the third one.
  -311.7293 Ha

***

- total energy of number 1 (C4H8FN)?
  -311.7853 Ha